[1]
DFT (ωB97M-V with the def2-TZVPD basis set) results for one molecule with the formula C3H4O2S.

Summary:
SMILES string: O=C(S)[C@@H]1CO1
M (g mol⁻¹): 104.130
F_max (eV Å⁻¹): 4.8
ΔE to the lowest compared entry with this formula, charge and spin (kcal per mole): 82.15

The geometry in ORCA input format:
```
! RIJCOSX wB97M-V def2-TZVPD def2/J DEFGRID3
* xyz 0 1
C 0.914 0.555 0.167
C -0.148 -0.380 0.063
C -1.410 0.130 -0.330
H 1.967 -1.322 -0.396
H 0.140 -1.361 -0.058
H -2.101 -0.574 -0.735
H -1.392 1.427 -0.389
O 0.612 1.735 0.290
O -1.213 -0.167 1.095
S 2.630 -0.043 0.293
*
```



[2]
DFT (ωB97M-V with the def2-TZVPD basis set) results for one molecule with the formula C5H4N2O3.

Summary:
SMILES string: NC(=O)c1cncc(=O)o1
M (g mol⁻¹): 140.098
F_max (eV Å⁻¹): 4.1
ΔE to the lowest compared entry with this formula, charge and spin (kcal per mole): 12.56

The geometry in ORCA input format:
```
! RIJCOSX wB97M-V def2-TZVPD def2/J DEFGRID3
* xyz 0 1
O 2.766 1.735 -0.025
C 1.997 0.813 0.049
O 0.662 1.058 0.106
C -0.239 0.066 0.250
C 0.150 -1.226 0.179
N 1.486 -1.562 0.111
C 2.354 -0.617 0.028
C -1.656 0.554 0.376
N -2.505 0.204 -0.600
H -0.571 -2.038 0.103
H 3.411 -0.853 -0.124
O -1.918 1.579 1.012
H -2.819 -0.758 -0.625
H -3.119 1.045 -0.839
*
```



[3]
DFT (ωB97M-V with the def2-TZVPD basis set) results for one molecule with the formula C7H10N2.

Summary:
SMILES string: C[C@@]12C=C[C@H]3N[C@H]3[C@H]1N2
M (g mol⁻¹): 122.171
F_max (eV Å⁻¹): 6.1
ΔE to the lowest compared entry with this formula, charge and spin (kcal per mole): 173.36

The geometry in ORCA input format:
```
! RIJCOSX wB97M-V def2-TZVPD def2/J DEFGRID3
* xyz 0 1
C -1.095 0.279 1.456
C -1.180 0.459 -0.112
C -0.686 -0.714 -0.985
C 0.627 -1.212 -0.564
C 1.655 -0.038 -0.292
C 1.071 1.354 -0.428
C -0.209 1.645 -0.463
H -2.206 0.222 1.752
H -0.437 1.195 1.968
H -0.547 -0.849 1.558
H -2.271 -1.262 0.169
H -0.740 -0.624 -2.097
H 0.891 -2.099 -1.103
H 2.032 -1.639 0.753
H 2.609 -0.047 -0.582
H 1.749 2.233 -0.321
H -0.400 2.759 -0.832
N -2.092 -0.626 -0.726
N 1.229 -1.036 0.848
*
```